1.
15
Properties=species:S:1:pos:R:3 method="wB97M-V/def2-TZVPD" fmax_ev_per_a=5.88 de_lowest_ev=2.891 homo_energy_ev=-8.394 e_tot_ha=-2559.714078 multiplicity=1 homo_lumo_gap_ha=0.3372
C -0.492 1.501 -0.039
C 0.205 -0.891 1.647
C -0.557 -0.701 -1.234
C 0.138 0.179 -0.256
Se 2.040 0.482 -0.847
H 0.091 2.158 0.424
H -0.683 1.949 -1.023
H -1.442 1.407 0.610
H 0.251 0.049 2.273
H -0.734 -1.400 1.510
H 1.096 -1.413 1.667
H -0.100 -1.680 -1.485
H -1.535 -0.718 -0.903
H -0.597 -0.163 -2.222
H 2.318 -0.759 -0.122



2.
15
Properties=species:S:1:pos:R:3 method="wB97M-V/def2-TZVPD" fmax_ev_per_a=3.59 smiles="C/C=C(/C)[SiH3]" de_lowest_ev=1.302 homo_energy_ev=-8.928 e_tot_ha=-447.786769 multiplicity=1 homo_lumo_gap_ha=0.3582
C -0.288 1.198 -0.218
C 0.566 0.167 -0.314
C -1.770 1.005 0.057
C 1.980 0.386 -0.030
Si -0.117 -2.020 -0.089
H 0.113 2.202 -0.245
H -2.305 1.951 0.048
H -2.360 0.338 -0.536
H -1.868 0.590 1.090
H 1.889 1.370 0.516
H 2.411 -0.330 0.631
H 2.724 0.508 -0.847
H -0.258 -2.578 1.389
H 0.758 -2.837 -0.984
H -1.476 -1.950 -0.470



3.
27
Properties=species:S:1:pos:R:3 method="wB97M-V/def2-TZVPD" fmax_ev_per_a=10.78 de_lowest_ev=2.522 homo_energy_ev=-15.436 e_tot_ha=-1882.204124 multiplicity=1 charge=+2 homo_lumo_gap_ha=0.0692
Al 15.031 -11.921 -36.223
N 18.503 -14.122 -31.783
S 18.763 -15.458 -31.099
O 18.171 -15.756 -29.741
O 20.035 -16.117 -31.323
F 17.868 -16.344 -32.068
S 19.680 -13.309 -30.805
O 21.051 -13.230 -31.282
O 19.504 -13.353 -29.334
F 19.179 -11.746 -31.146
C 21.850 -15.582 -38.360
C 20.838 -14.570 -37.847
C 21.263 -13.149 -38.208
O 20.538 -12.074 -37.530
C 21.262 -10.858 -37.602
N 19.485 -14.801 -38.437
H 22.137 -15.238 -39.354
H 21.404 -16.565 -38.512
H 22.751 -15.691 -37.755
H 20.765 -14.576 -36.759
H 21.317 -13.100 -39.295
H 22.291 -12.985 -37.885
H 21.858 -10.735 -38.507
H 21.992 -10.679 -36.812
H 20.550 -10.034 -37.547
H 19.618 -14.998 -39.418
H 19.450 -15.757 -38.114



4.
19
Properties=species:S:1:pos:R:3 method="wB97M-V/def2-TZVPD" fmax_ev_per_a=2.78 de_lowest_ev=1.086 homo_energy_ev="-9.338 / -8.929" e_tot_ha=-1329.667853 multiplicity=3 homo_lumo_gap_ha="0.3093 / 0.2220"
Au 1.537 4.046 -3.314
Cl 1.392 0.399 -3.257
C 3.377 3.927 -2.498
C -0.264 3.758 -4.170
H 3.863 4.903 -2.445
H 3.240 3.503 -1.483
H 3.947 3.223 -3.134
H -0.673 4.713 -4.515
H -0.896 3.291 -3.394
H -0.076 3.050 -4.996
Ce 0.074 0.131 -1.112
C 1.972 -0.460 0.006
C -0.264 1.351 0.709
H 2.641 0.400 0.159
H 1.529 -0.748 0.976
H 2.434 -1.287 -0.562
H -1.275 1.724 0.955
H 0.511 1.418 1.498
F -1.082 -1.559 -0.939



5.
24
Properties=species:S:1:pos:R:3 method="wB97M-V/def2-TZVPD" fmax_ev_per_a=1.05 de_lowest_ev=0.000 homo_energy_ev=-4.526 e_tot_ha=-985.337163 multiplicity=1 charge=-1 homo_lumo_gap_ha=0.2891
C 2.402 -2.820 0.416
C 1.700 -1.853 0.590
B 0.834 -0.537 0.770
F 0.640 -0.293 2.206
B -0.741 -0.768 0.070
O -1.360 -2.028 0.242
N -1.509 0.243 -0.660
C -1.851 1.336 0.254
C -2.722 -0.250 -1.300
P 1.928 0.911 0.022
N 2.741 0.621 -1.285
O 2.924 1.484 1.197
O 1.055 2.271 -0.166
H 3.071 -3.635 0.284
H -1.617 -2.119 1.166
H -2.625 1.030 0.972
H -0.967 1.673 0.785
H -2.227 2.189 -0.318
H -3.180 0.553 -1.884
H -2.487 -1.076 -1.965
H -3.476 -0.589 -0.578
H 2.599 -0.329 -1.608
H 3.397 0.712 1.536
H 1.659 2.939 -0.519



6.
20
Properties=species:S:1:pos:R:3 method="wB97M-V/def2-TZVPD" fmax_ev_per_a=4.12 de_lowest_ev=1.440 homo_energy_ev=-13.859 e_tot_ha=-464.094788 multiplicity=1 charge=+1 homo_lumo_gap_ha=0.3330
B 0.979 -0.013 -1.475
C -0.560 -0.170 0.942
C 1.992 0.706 0.946
C 1.242 -0.307 0.039
C -1.808 -1.021 0.855
N -2.971 -0.472 0.894
O -0.866 1.143 0.583
O 2.083 0.217 -2.218
O -0.229 -0.080 -1.943
H -0.159 -0.234 2.044
H 1.088 1.320 1.263
H 2.390 0.057 1.776
H 2.830 1.273 0.401
H 1.621 -1.252 0.086
H -1.650 -2.145 0.958
H -3.895 -0.871 0.635
H -2.935 0.503 0.645
H -0.796 1.206 -0.390
H 2.159 0.388 -3.201
H -0.514 -0.251 -2.839